17
Properties=species:S:1:pos:R:3:forces:R:3:nbo_charge:R:1 method="wB97M-V/def2-TZVPD" gap_ev=10.15
C -1.23370 -0.05711 1.00848 0.0 0.2 -0.1 -0.5743
C -0.85438 0.76978 -0.02968 0.0 -0.1 0.1 -0.0550
C -1.44430 0.64089 -1.40805 0.1 -0.1 0.0 -0.6496
N 1.19757 0.19278 -0.64957 -0.1 -0.3 0.1 -0.3885
C 2.09588 0.16090 0.53387 0.0 0.1 0.2 -0.3001
C 1.58063 -0.97891 -0.21514 -0.1 0.2 -0.1 -0.0795
H -0.16873 -1.16807 1.02856 0.0 0.1 -0.1 0.1259
H -1.11388 0.27254 2.04052 0.0 -0.1 -0.2 0.2270
H -2.01970 -0.79250 0.84137 0.1 0.1 0.0 0.2207
H -0.35878 1.70902 0.20263 -0.1 -0.2 0.0 0.2129
H -1.69258 -0.40441 -1.62460 0.0 0.1 0.0 0.2091
H -0.73864 0.99035 -2.16475 -0.1 0.0 0.1 0.2332
H -2.36934 1.22618 -1.49499 0.2 -0.1 0.1 0.2174
H 1.64214 0.33664 1.51503 0.0 0.0 -0.1 0.1721
H 3.09227 0.58801 0.40555 -0.2 -0.2 0.0 0.1896
H 1.83800 -1.90184 -0.72291 0.0 0.2 0.1 0.2272
H 0.54755 -1.58422 0.73370 0.2 0.1 0.0 0.0119


17
Properties=species:S:1:pos:R:3:forces:R:3:nbo_charge:R:1 method="wB97M-V/def2-TZVPD" gap_ev=9.50 smiles="CN1C=C1.CC"
C 2.62546 -0.16670 0.43905 0.1 0.0 0.1 -0.6033
C 1.76774 -0.13083 -0.82232 0.0 0.0 -0.1 -0.6227
C -0.87306 -0.49857 1.15456 0.0 0.1 0.2 -0.0736
C -1.21118 0.63338 1.63853 0.1 -0.2 0.1 -0.0690
N -1.41835 0.48182 0.17346 -0.1 0.0 -0.1 -0.4476
C -2.80828 0.21921 -0.21792 -0.1 0.0 -0.1 -0.4333
H 2.75490 0.83665 0.85864 0.0 -0.1 -0.1 0.2017
H 2.16753 -0.78878 1.21714 0.1 0.1 -0.1 0.1931
H 3.62202 -0.57294 0.23352 -0.1 0.0 0.1 0.1995
H 2.26950 0.42832 -1.61924 -0.1 -0.1 0.1 0.2014
H 1.58220 -1.14396 -1.19889 0.0 0.1 0.0 0.1933
H -0.41001 -1.47085 1.13955 -0.1 0.1 0.0 0.2339
H 0.79599 0.34263 -0.64375 0.2 -0.1 -0.1 0.2325
H -1.26983 1.40841 2.38376 0.0 -0.1 -0.1 0.2305
H -2.80714 -0.42690 -1.10297 0.0 0.1 0.1 0.1965
H -3.28405 1.16704 -0.49179 0.0 -0.1 0.0 0.1972
H -3.40064 -0.26344 0.57500 0.1 0.1 -0.1 0.1699


17
Properties=species:S:1:pos:R:3:forces:R:3:nbo_charge:R:1 method="wB97M-V/def2-TZVPD" gap_ev=10.05 smiles=CC(C)N1CC1
C 1.79825 0.77554 0.26783 0.0 0.1 0.1 -0.6043
C 0.67640 -0.23096 -0.00483 0.1 0.0 0.0 -0.0503
C 0.47713 -0.32792 -1.52709 0.0 0.0 0.0 -0.6199
N -0.52556 0.32656 0.65373 0.1 0.1 -0.3 -0.4277
C -1.80476 -0.01945 0.10497 -0.3 0.0 -0.2 -0.2556
C -1.49822 -0.31612 1.52630 -0.1 -0.1 0.2 -0.2428
H 1.36066 1.76306 0.09848 0.2 0.0 0.0 0.2174
H 2.13677 0.73197 1.30738 0.0 0.0 -0.1 0.2107
H 2.66057 0.66280 -0.40292 -0.2 -0.2 0.2 0.2009
H 0.94727 -1.22843 0.38156 -0.2 0.2 0.0 0.1776
H 0.14292 0.63199 -1.94305 0.1 -0.1 0.2 0.2110
H -0.24006 -1.09254 -1.84304 0.1 0.1 0.2 0.2056
H 1.43239 -0.57438 -1.99735 -0.1 0.0 0.1 0.2140
H -1.81157 -0.89008 -0.54818 -0.3 0.2 0.0 0.1810
H -2.39934 0.83342 -0.22059 -0.2 -0.3 0.2 0.1964
H -1.92156 0.31649 2.30773 0.3 0.0 -0.2 0.1976
H -1.43129 -1.36195 1.83907 0.3 0.2 -0.4 0.1884


17
Properties=species:S:1:pos:R:3:forces:R:3:nbo_charge:R:1 method="wB97M-V/def2-TZVPD" gap_ev=9.98 smiles=CN1CC1(C)C
C -1.35449 1.24964 0.67092 -0.2 0.1 0.0 -0.4155
N 0.03076 0.86474 0.81327 -0.1 0.1 -0.2 -0.4111
C 0.40651 -0.39584 1.42667 0.0 -0.2 0.0 -0.2602
C 0.45164 -0.21440 -0.06195 -0.1 -0.3 -0.4 0.0935
C -0.60068 -0.97704 -0.91733 0.3 0.0 0.0 -0.6436
C 1.70251 0.05218 -0.88206 0.0 -0.1 0.0 -0.6092
H -1.38401 2.13336 0.02543 -0.1 0.0 0.2 0.1993
H -1.91619 0.45456 0.17806 -0.4 0.3 0.3 0.1749
H -1.82252 1.48391 1.62903 0.1 0.0 0.0 0.1979
H -0.35898 -1.08849 1.78362 -0.1 0.2 0.0 0.1838
H 1.26851 -0.33091 2.09628 -0.1 -0.1 -0.4 0.2028
H -0.15450 -1.92630 -1.21502 0.1 0.0 -0.1 0.2221
H -0.83437 -0.41251 -1.83234 0.2 -0.1 0.2 0.2120
H -1.57813 -1.24451 -0.48773 0.6 0.2 0.3 0.2143
H 2.26729 -0.86704 -1.06790 -0.1 0.1 0.0 0.2074
H 1.38563 0.45158 -1.85402 0.1 -0.1 0.1 0.2061
H 2.37100 0.79223 -0.43038 -0.2 -0.2 0.2 0.2256


17
Properties=species:S:1:pos:R:3:forces:R:3:nbo_charge:R:1 method="wB97M-V/def2-TZVPD" gap_ev=9.11 smiles="C=C(CC)NC"
C -1.18004 -1.58993 0.36733 -0.9 -0.1 -0.3 -0.6090
C -0.61066 -0.71119 -0.75504 0.6 0.5 -0.5 -0.4535
C -0.34185 0.67044 -0.21686 0.5 -0.1 0.8 0.2123
C -1.17456 1.70312 -0.20735 -0.5 0.2 -0.8 -0.5085
C 2.09577 0.26380 0.15505 1.9 -0.3 0.9 -0.4191
N 0.80254 0.67346 0.62576 -0.8 -0.2 -0.3 -0.6348
H -2.18639 -1.91894 0.07414 0.4 -0.6 -0.2 0.2091
H -0.51234 -2.41701 0.58689 -0.3 -0.2 0.2 0.2119
H -1.45639 -1.05600 1.27532 0.8 0.3 0.1 0.2230
H -1.20236 -0.79407 -1.66766 -0.4 0.6 0.3 0.2184
H 0.36269 -1.02898 -1.14321 -0.1 -0.6 0.4 0.2051
H -0.98793 2.62184 0.32990 0.2 0.0 0.0 0.1921
H -2.06350 1.69322 -0.82598 -0.1 -0.2 0.2 0.2020
H 2.74892 1.12095 -0.05280 -0.2 0.0 -0.4 0.1827
H 2.19011 -0.45496 -0.65688 -0.8 0.4 -0.4 0.2064
H 2.65729 -0.29131 0.93139 -0.4 0.3 0.2 0.1890
H 0.85871 1.51554 1.17999 0.0 0.0 -0.1 0.3730


17
Properties=species:S:1:pos:R:3:forces:R:3:nbo_charge:R:1 method="wB97M-V/def2-TZVPD" gap_ev=7.54
C 1.36884 -0.63620 1.24540 -1.6 -0.1 -0.5 -0.6073
C 1.56347 -0.33586 -0.26827 0.3 -0.7 1.7 -0.4001
C 0.30227 -0.77382 -1.00955 -0.4 1.0 -1.2 -0.4579
C -0.73358 0.34173 -1.06751 1.5 0.8 3.2 -0.3165
C -2.02821 0.09202 -0.64803 -1.3 3.2 -0.2 0.1734
N -2.60730 1.15299 0.07826 0.6 -3.8 0.0 -0.7678
H 0.29467 -0.37105 1.43844 1.1 0.2 0.4 0.2041
H 2.04413 -0.08771 1.90483 -0.1 -0.2 -0.1 0.2121
H 1.36097 -1.70492 1.45249 0.5 -0.1 0.0 0.2004
H 1.71326 0.75015 -0.26611 0.1 -0.3 -0.8 0.2180
H 2.44463 -0.90130 -0.60972 -0.2 0.5 -0.2 0.2089
H 0.55771 -0.97737 -2.06037 -0.1 -0.3 0.2 0.2262
H -0.21880 -1.63886 -0.58352 0.6 0.0 0.0 0.2188
H -0.40490 1.37177 -1.34007 -0.6 -0.6 -0.7 0.2929
H -0.23320 1.48775 0.41379 -0.4 -0.9 -1.3 -0.1758
H -1.93932 1.37697 0.81626 0.0 0.9 -0.1 0.3864
H -3.48465 0.85371 0.50368 -0.1 0.5 -0.4 0.3843


17
Properties=species:S:1:pos:R:3:forces:R:3:nbo_charge:R:1 method="wB97M-V/def2-TZVPD" gap_ev=8.36
C -0.09446 2.24005 1.42045 0.0 0.1 0.2 -0.5853
C -0.11594 1.83520 -0.06572 0.0 0.0 0.0 -0.5810
C 0.40408 0.45009 -0.09752 -0.3 0.1 -0.2 0.1755
C -0.59697 -0.55868 -0.52191 0.0 0.1 0.0 -0.4252
N 0.05443 -1.60497 -1.30989 0.1 0.0 0.0 -0.5908
C 0.59278 -2.66667 -0.47573 0.1 -0.2 0.1 -0.4196
H -0.71622 1.56550 2.01874 0.1 0.1 -0.1 0.2026
H 0.92582 2.19705 1.80877 -0.2 0.0 0.0 0.2239
H -0.48745 3.25321 1.53623 0.1 -0.1 0.0 0.2187
H -1.11790 1.99333 -0.50104 0.1 -0.1 0.1 0.1749
H 0.59739 2.48081 -0.59643 -0.1 -0.1 0.1 0.2443
H 0.84288 -1.15005 -1.76493 -0.1 -0.1 -0.1 0.3546
H -1.47649 -0.16611 -1.06386 0.2 0.0 0.0 0.1881
H -0.99411 -0.99124 0.41512 0.1 0.1 -0.1 0.2487
H 1.29425 -3.26452 -1.06417 -0.1 0.0 0.1 0.2013
H -0.22910 -3.31905 -0.15822 0.1 0.1 0.0 0.1879
H 1.11701 -2.29394 0.42010 -0.1 0.0 -0.2 0.1814


17
Properties=species:S:1:pos:R:3:forces:R:3:nbo_charge:R:1 method="wB97M-V/def2-TZVPD" gap_ev=10.16 smiles="C/C=C/CCN"
C -1.26256 1.19002 -0.36697 0.7 0.6 0.1 -0.2127
C 0.20909 1.42152 -0.02084 0.4 0.1 0.2 -0.4405
C 1.02338 0.15926 0.06538 0.2 -0.2 0.7 -0.1841
C 0.70671 -1.05136 -0.35370 0.5 -0.6 -1.5 -0.1733
C 1.48489 -2.31351 -0.07479 -0.1 0.9 0.5 -0.6331
N -1.99653 0.76691 0.81164 -0.7 -0.3 0.2 -0.8290
H -1.63841 2.11444 -0.78168 -0.3 0.5 -0.2 0.1630
H -1.29802 0.48119 -1.19032 -0.3 -0.4 0.2 0.1905
H 0.61656 2.20432 -0.66920 0.2 -0.4 -0.4 0.2129
H 0.34958 1.88603 0.96344 -0.6 0.0 0.1 0.2095
H 1.89225 0.15603 0.72612 -0.1 0.4 0.0 0.1853
H -0.01188 -1.21694 -1.15246 -0.6 0.2 0.4 0.1789
H 1.81489 -2.77593 -0.99905 -0.1 -0.2 -0.1 0.2111
H 2.36480 -2.08456 0.52861 0.0 -0.1 0.1 0.2035
H 0.83470 -2.97923 0.49340 0.2 -0.3 -0.1 0.2155
H -2.94682 0.48590 0.58741 0.2 -0.2 -0.2 0.3535
H -2.14264 1.55592 1.43302 0.3 0.0 0.0 0.3491


no.,molar mass (g/mol),calculated total energy (a.u.),HOMO (Eh)
1,85.15,-251.66811,-0.331
2,85.15,-251.71556,-0.307
3,85.15,-251.80426,-0.325
4,85.15,-251.80976,-0.327
5,85.15,-251.81482,-0.295
6,85.15,-251.64732,-0.306
7,85.15,-251.71417,-0.307
8,85.15,-251.82522,-0.329